Cd2H28O18P as an isolated structure, computed with ωB97M-V with the def2-TZVPD basis set.

Structure (XYZ):
```
49
Properties=species:S:1:pos:R:3:forces:R:3
H 0.437366 -5.274933 4.283137 0.2615 0.1820 0.1996
H 2.286886 0.125237 -3.305413 -0.2446 0.0051 0.2914
O 5.058746 0.322987 -0.746743 0.1426 0.0756 0.1398
H -1.994584 1.969177 -3.580563 -0.3390 -0.2444 0.1460
H -3.841504 2.178037 4.203487 -0.2424 -0.0580 0.0408
O 1.703376 5.164697 1.366427 -0.2232 -0.1819 -0.7048
H -2.582744 2.343887 3.378927 0.2196 -0.0721 -0.2556
Cd -0.970624 -3.461493 1.086467 0.6182 1.1410 -0.6646
O 0.122626 -0.640323 1.546467 0.4301 0.4502 -0.5711
H -2.409124 -5.624953 -1.884153 0.1182 0.0200 -0.2951
O -4.155644 -0.228173 -2.926613 0.1482 0.2004 -0.1056
O 1.174966 -1.722853 5.919657 0.2049 -0.1011 0.0340
H 3.510296 0.409707 -4.150543 0.2205 0.1215 -0.1090
O -2.478964 -5.574833 -0.930813 0.2746 0.3378 0.3811
H 4.110386 0.448337 -0.780633 -0.3508 0.0090 0.0967
H 4.010116 5.149297 -2.561773 0.2365 0.1192 0.2247
O -4.767484 3.465427 -0.236853 -0.0213 0.2515 0.0209
H -5.002524 -0.665903 -2.840563 -0.2760 -0.0559 -0.0696
H 1.917956 4.655557 2.148067 -0.0016 -0.3997 0.3335
O -0.226414 -5.432943 3.611827 -0.2393 0.3649 -0.4579
H -3.267424 -6.075503 -0.721293 -0.2485 -0.1654 0.1382
O 1.037256 0.935067 -0.400173 2.1207 0.7749 -1.3037
H -5.234264 2.733767 -0.640603 -0.1542 -0.1675 -0.1400
O 2.190086 -4.424413 0.172667 -0.5658 0.0908 0.1035
H 2.342736 -5.298203 -0.187073 0.0162 -0.2565 -0.1364
O -0.996464 -2.566383 -4.670743 0.1086 0.0756 -0.0638
H 0.966996 -1.636103 4.989367 -0.0168 0.1276 -0.2967
O 2.776706 -0.198673 -4.061313 0.0014 -0.0958 -0.1102
O 3.143206 4.825137 -2.805933 -0.5300 -0.1608 0.1992
O -0.897464 1.533057 0.504217 -1.2252 0.7361 0.2756
H 5.311976 0.160597 -1.655443 0.1289 -0.1162 -0.2104
H 0.331446 -1.891713 6.339417 -0.2140 0.0111 0.2041
O -3.016924 2.662997 4.170057 0.0763 0.1142 0.1752
H 3.241596 4.536847 -3.713373 -0.0098 -0.0610 -0.2942
H -1.249974 -2.395913 -3.763603 -0.0169 0.1593 0.2485
H -0.886634 2.317277 -4.551723 0.1718 -0.0757 -0.2635
O -1.310544 2.617537 -3.747763 0.3400 0.4481 0.4551
P -0.122404 0.253497 0.326197 -0.7836 0.1963 2.4633
H 1.378806 2.310537 5.370807 -0.0885 -0.0038 0.2560
H -3.889504 3.124757 -0.065613 0.2392 -0.1468 0.1250
H -0.441434 -6.361433 3.700797 -0.1233 -0.2860 -0.0354
O -0.840024 -0.809593 -0.516503 -0.9668 -2.0681 -0.9178
H 3.056636 -4.122083 0.444577 0.2277 0.2397 0.1143
Cd 0.340256 3.823807 -1.143143 0.3764 -1.6365 0.6507
H 1.738466 6.076177 1.656617 -0.0441 0.3125 0.0017
O 1.642436 2.568687 4.487587 0.0773 0.2904 -0.2246
H 1.755626 1.741447 4.019497 0.0162 -0.2440 -0.1492
H -1.399294 -3.409573 -4.878083 -0.0857 -0.1926 -0.1825
H -3.604984 -0.637553 -2.259223 0.2360 -0.0652 0.2426
```
Forces are in eV/Å.

Values from the calculation:
total charge = +1
electronic energy = -2047.451222 Eh

Atom charges from the Löwdin analysis, given in e for atoms 1 to 4: 0.040 0.015 -0.047 0.030